No. 1
{"formula": "C49H84ClF8N8O4S2", "method": "ωB97M-V with the def2-TZVPD basis set", "multiplicity": 1, "e_tot_ha": -4711.553472, "homo_lumo_gap_ev": 5.74, "lumo_ev": -3.9, "total_charge": 1, "symbols": ["C", "C", "N", "C", "C", "C", "S", "S", "C", "C", "C", "C", "C", "O", "C", "C", "C", "O", "C", "C", "C", "C", "C", "O", "C", "C", "O", "C", "C", "F", "F", "C", "F", "F", "C", "F", "F", "C", "F", "F", "N", "Cl", "H", "H", "H", "H", "H", "H", "H", "H", "H", "H", "H", "H", "H", "H", "H", "H", "H", "H", "H", "H", "H", "H", "H", "H", "H", "H", "H", "H", "H", "H", "H", "H", "H", "H", "H", "H", "H", "H", "H", "H", "H", "H", "C", "C", "C", "C", "N", "H", "H", "H", "H", "H", "H", "H", "C", "C", "C", "C", "N", "H", "H", "H", "H", "H", "H", "H", "C", "C", "C", "C", "N", "H", "H", "H", "H", "H", "H", "H", "C", "C", "C", "C", "N", "H", "H", "H", "H", "H", "H", "H", "C", "C", "C", "C", "N", "H", "H", "H", "H", "H", "H", "H", "C", "C", "C", "C", "N", "H", "H", "H", "H", "H", "H", "H"], "coordinates": [[2.0223, 2.4342, 3.1828], [1.0077, 3.1489, 4.1017], [-0.0926, 3.8950, 3.4561], [-0.9831, 3.0390, 2.6431], [-2.1788, 2.5120, 3.4490], [0.1616, 5.1772, 2.9931], [-1.0311, 6.2317, 2.6063], [1.8561, 5.7770, 2.8577], [2.1055, 5.3288, 1.1312], [3.4824, 5.8522, 0.7195], [3.8786, 5.4748, -0.7114], [4.6149, 4.1338, -0.9004], [4.5520, 3.0572, 0.1667], [3.3644, 2.2932, 0.1560], [3.1662, 1.5627, -1.0491], [4.1194, 0.3534, -1.1529], [3.3911, -0.9947, -1.2840], [4.2853, -2.1029, -1.1029], [3.0678, 2.5257, -2.2596], [1.7938, 3.3786, -2.0992], [1.5251, 4.4636, -3.1580], [0.0217, 4.6214, -3.4775], [-0.3726, 6.0700, -3.8558], [-0.7335, 6.2473, -5.2336], [3.0097, 1.8007, -3.6081], [1.6543, 1.1885, -3.9365], [1.2351, 0.3707, -2.8505], [-0.1554, 0.2335, -2.5804], [-0.5923, -1.1774, -2.9272], [-2.0030, -1.2373, -2.7728], [-0.3134, -1.4374, -4.2902], [0.0697, -2.3077, -2.0249], [-0.8309, -2.6765, -0.9973], [1.2397, -1.8214, -1.3969], [0.4134, -3.6182, -2.8063], [-0.7351, -4.0430, -3.4986], [0.7340, -4.6061, -1.8422], [1.6797, -3.5344, -3.7512], [2.0756, -2.2017, -3.9580], [1.3805, -4.1045, -4.9945], [4.2465, 3.5208, -2.2621], [5.7183, 2.8429, -2.9617], [3.0052, 2.9205, 3.2374], [1.6944, 2.4191, 2.1362], [2.1600, 1.3910, 3.5053], [1.5437, 3.8627, 4.7417], [0.5560, 2.4195, 4.7922], [-0.4236, 2.1791, 2.2453], [-1.3682, 3.6110, 1.7883], [-1.8044, 1.9876, 4.3405], [-2.6881, 1.7477, 2.8395], [-2.8453, 3.3256, 3.7091], [1.9846, 4.2463, 0.9900], [1.3371, 5.8615, 0.5445], [3.4163, 6.9539, 0.7309], [4.2623, 5.6118, 1.4635], [2.9881, 5.5581, -1.3485], [4.5650, 6.2586, -1.0730], [5.6789, 4.4016, -0.9864], [4.6734, 3.5029, 1.1626], [5.4163, 2.3802, 0.0141], [2.1384, 1.1717, -0.9685], [4.8592, 0.4243, -1.9599], [4.6952, 0.3217, -0.2115], [2.5695, -1.0632, -0.5461], [3.0128, -1.1165, -2.3113], [4.9137, -1.9058, -0.3853], [0.9448, 2.6832, -2.0199], [1.8403, 3.8898, -1.1247], [2.0329, 4.2537, -4.1116], [1.8730, 5.4447, -2.8123], [-0.2605, 3.9938, -4.3338], [-0.5805, 4.3308, -2.6047], [-1.2450, 6.3945, -3.2671], [0.4485, 6.7710, -3.6258], [-0.3750, 5.5197, -5.7691], [3.7803, 1.0269, -3.7142], [3.2123, 2.5430, -4.3981], [1.8167, 0.5431, -4.8198], [0.9120, 1.9421, -4.2358], [-0.8140, 0.9104, -3.1478], [-0.3457, 0.4123, -1.5085], [2.5172, -4.0830, -3.2803], [4.0269, 4.3082, -2.8899], [2.4292, -9.5558, -2.3947], [1.1588, -8.8806, -1.8919], [1.4145, -7.9413, -0.7050], [1.9793, -8.6504, 0.4415], [2.4458, -9.1728, 1.3482], [2.8734, -10.1876, -1.6242], [2.2125, -10.1883, -3.2553], [3.1739, -8.8172, -2.7001], [0.4304, -9.6388, -1.5989], [0.7078, -8.2983, -2.6981], [0.4863, -7.4645, -0.3856], [2.1146, -7.1515, -0.9879], [-5.9359, 4.2218, -5.2969], [-5.3924, 3.0712, -6.1351], [-4.6551, 2.0194, -5.2940], [-3.5042, 2.5924, -4.6045], [-2.5895, 3.0673, -4.0942], [-5.1306, 4.7727, -4.8076], [-6.4820, 4.9267, -5.9233], [-6.6179, 3.8570, -4.5265], [-4.7195, 3.4593, -6.9027], [-6.2127, 2.5719, -6.6523], [-4.2940, 1.2004, -5.9195], [-5.3214, 1.5938, -4.5426], [-4.5861, -4.5204, 2.5270], [-3.7194, -4.6769, 1.2833], [-3.4733, -3.3490, 0.5535], [-4.7248, -2.7440, 0.1023], [-5.7117, -2.2827, -0.2549], [-5.5808, -4.1512, 2.2728], [-4.7093, -5.4782, 3.0322], [-4.1349, -3.8224, 3.2355], [-4.1885, -5.3825, 0.5948], [-2.7506, -5.0962, 1.5614], [-2.8432, -3.5041, -0.3186], [-2.9713, -2.6377, 1.2135], [4.9587, -7.1385, 2.2792], [5.5928, -6.7041, 0.9636], [6.3444, -5.3687, 1.0583], [5.4510, -4.2708, 1.4315], [4.7260, -3.4248, 1.7045], [4.2094, -6.4205, 2.6177], [4.4643, -8.0987, 2.1586], [5.7133, -7.2391, 3.0627], [4.8226, -6.6209, 0.1923], [6.2947, -7.4706, 0.6298], [6.8000, -5.1112, 0.1003], [7.1424, -5.4311, 1.8010], [-7.7987, 4.5962, 4.0730], [-7.1203, 3.3222, 3.5842], [-6.1969, 2.6966, 4.6375], [-5.1169, 3.6043, 5.0198], [-4.2689, 4.3235, 5.2963], [-7.0658, 5.3707, 4.3037], [-8.4687, 4.9916, 3.3095], [-8.3885, 4.4078, 4.9723], [-6.5423, 3.5357, 2.6825], [-7.8767, 2.5841, 3.3111], [-5.7415, 1.7789, 4.2594], [-6.7607, 2.4420, 5.5376], [-4.0656, -3.2162, 7.1580], [-2.9484, -3.6962, 6.2392], [-1.7127, -2.7855, 6.2762], [-2.0387, -1.4235, 5.8484], [-2.3063, -0.3684, 5.4996], [-4.4308, -2.2327, 6.8589], [-4.9090, -3.9057, 7.1275], [-3.7233, -3.1507, 8.1926], [-3.3168, -3.7593, 5.2134], [-2.6401, -4.7026, 6.5305], [-0.9271, -3.1664, 5.6221], [-1.3078, -2.7354, 7.2893]]}

No. 2
{"formula": "C3H6N2O", "method": "ωB97M-V with the def2-TZVPD basis set", "multiplicity": 1, "de_lowest_kcal_mol": 77.92, "e_tot_ha": -302.568930, "smiles": "[H]/N=C(/C=O)NC", "homo_lumo_gap_ev": 10.33, "lumo_ev": 0.3, "symbols": ["C", "N", "C", "N", "C", "O", "H", "H", "H", "H", "H", "H"], "coordinates": [[1.7945, -0.4201, -0.1379], [0.5447, 0.4352, 0.4606], [-0.8015, 0.1569, 0.0160], [-1.2615, -0.8576, -0.6156], [-1.9682, 1.1945, 0.2355], [-1.9769, 2.3922, 0.1280], [1.8839, -1.5051, 0.1514], [2.7098, 0.0550, 0.2590], [1.7417, -0.3401, -1.2076], [0.8051, -0.1903, 1.1885], [-0.5706, -1.5512, -0.8804], [-2.9009, 0.6305, 0.4026]]}

No. 3
{"formula": "C5H7F2N", "method": "ωB97M-V with the def2-TZVPD basis set", "multiplicity": 1, "de_lowest_kcal_mol": 43.00, "e_tot_ha": -449.106757, "homo_lumo_gap_ev": [8.16, 7.96], "lumo_ev": [0.6, 0.5], "symbols": ["C", "C", "C", "C", "C", "N", "F", "F", "H", "H", "H", "H", "H", "H", "H"], "coordinates": [[0.2164, -0.3795, -1.3529], [1.0657, 0.5381, -0.3608], [-0.5469, -1.5034, -0.6349], [-0.6396, 0.0424, 1.3977], [0.2090, 1.0414, 0.8133], [-0.9352, -1.0729, 0.6065], [0.9285, 1.6594, 1.7171], [-0.5417, 2.1074, 0.2845], [-0.3295, 0.3151, -1.8666], [1.0259, -0.6777, -1.9608], [1.9703, 0.1891, 0.0316], [1.3176, 1.3035, -1.0621], [-1.1533, -2.2500, -1.0364], [-1.2792, 0.4279, 2.1666], [-1.3081, -1.7408, 1.2572]]}

No. 4
{"formula": "C30H61N9O10", "method": "ωB97M-V with the def2-TZVPD basis set", "multiplicity": 1, "de_lowest_kcal_mol": 0.00, "e_tot_ha": -2424.257136, "smiles": "O=[N+]([O-])c1ccccc1.CN(C)C=O.CN(C)C=O.CN(C)C=O.CN(C)C=O.CN(C)C=O.CN(C)C=O.CN(C)C=O.CN(C)C=O", "homo_lumo_gap_ev": 7.65, "lumo_ev": -0.9, "symbols": ["C", "C", "C", "C", "C", "C", "N", "O", "O", "H", "H", "H", "H", "H", "C", "O", "N", "C", "C", "H", "H", "H", "H", "H", "H", "H", "C", "O", "N", "C", "C", "H", "H", "H", "H", "H", "H", "H", "C", "O", "N", "C", "C", "H", "H", "H", "H", "H", "H", "H", "C", "O", "N", "C", "C", "H", "H", "H", "H", "H", "H", "H", "C", "O", "N", "C", "C", "H", "H", "H", "H", "H", "H", "H", "C", "O", "N", "C", "C", "H", "H", "H", "H", "H", "H", "H", "C", "O", "N", "C", "C", "H", "H", "H", "H", "H", "H", "H", "C", "O", "N", "C", "C", "H", "H", "H", "H", "H", "H", "H"], "coordinates": [[-0.7252, -1.9212, 7.3672], [0.5678, -1.3782, 7.8022], [1.7988, -1.2642, 6.8462], [1.5408, -1.8112, 5.4802], [0.1538, -2.4732, 5.1702], [-0.9832, -2.4502, 6.0872], [2.7698, -2.0282, 4.5542], [2.4668, -2.7042, 3.5132], [3.9208, -1.6732, 4.8792], [-1.5862, -1.8982, 7.9742], [0.7588, -0.9282, 8.7482], [2.7698, -0.9142, 6.9812], [-0.0752, -3.0482, 4.0492], [-1.9202, -2.7452, 5.8192], [0.2418, -1.3532, -3.2858], [0.2598, -0.3972, -2.3538], [0.5308, -1.0662, -4.5478], [0.7258, -2.1632, -5.4048], [0.8758, 0.1768, -5.1018], [-0.2382, -2.3092, -2.9408], [0.1438, -2.0082, -6.2338], [0.2028, -3.1502, -4.9898], [1.8818, -2.3962, -5.4898], [0.4718, 0.8248, -4.3688], [0.2738, 0.4718, -6.1448], [1.9248, 0.2988, -5.1978], [-5.1632, 1.6398, -2.1998], [-4.6292, 2.6248, -1.7778], [-4.4072, 0.5708, -2.3728], [-5.1352, -0.6552, -2.7348], [-2.9222, 0.5098, -2.2688], [-6.1352, 1.4678, -2.2478], [-5.8432, -0.9272, -1.8948], [-4.4882, -1.3592, -2.8618], [-5.9012, -0.6282, -3.6358], [-2.3932, 0.9748, -3.0758], [-2.5922, -0.4952, -1.8678], [-2.6302, 1.1938, -1.4448], [-5.1802, -1.8042, 2.4872], [-5.3132, -0.8062, 3.2492], [-4.6202, -1.8382, 1.3022], [-4.2492, -3.0492, 0.5252], [-4.2722, -0.5752, 0.6612], [-5.4312, -2.8592, 2.7992], [-4.7262, -3.1632, -0.2718], [-4.2102, -3.9812, 1.1032], [-3.1512, -2.9682, 0.3962], [-3.6432, -0.5562, -0.0338], [-3.6102, -0.0262, 1.3012], [-5.2212, -0.1272, 0.3912], [3.5778, -0.1462, -2.6158], [4.5578, -0.7792, -3.1918], [3.4668, 1.2258, -2.9128], [2.4708, 2.1828, -2.2968], [4.2768, 1.7348, -4.0908], [2.9628, -0.6572, -1.8188], [2.9438, 2.9908, -1.8978], [1.6928, 1.7118, -1.7448], [1.6808, 2.4278, -3.1548], [3.7548, 2.6098, -4.4998], [4.3478, 0.8768, -4.8118], [5.2168, 2.0328, -3.8338], [2.1408, 5.6138, -0.8838], [1.3778, 5.2158, -1.6808], [1.9818, 5.7088, 0.4422], [2.8958, 6.4088, 1.2762], [0.7978, 5.1028, 1.0512], [3.0948, 6.2418, -1.2568], [3.9548, 6.0688, 1.0482], [2.6288, 6.3838, 2.3332], [2.7158, 7.4788, 0.9542], [1.0578, 5.0988, 2.0862], [0.5698, 4.2748, 0.3742], [-0.0672, 5.7698, 1.0722], [5.5078, 3.3478, 3.5492], [6.3478, 3.0838, 4.4512], [4.6318, 2.5018, 3.0522], [3.7138, 3.0028, 2.0492], [4.5648, 1.1388, 3.5222], [5.3118, 4.4518, 3.0272], [3.1938, 2.2078, 1.4802], [4.0528, 3.9458, 1.3152], [3.0038, 3.6758, 2.8012], [5.4758, 0.6198, 3.4472], [4.3608, 0.4368, 2.6692], [4.0308, 1.0668, 4.5562], [0.3808, 0.6908, 0.8702], [0.9258, 1.7798, 1.3682], [-0.3282, -0.0832, 1.6672], [-0.7572, -1.3602, 1.2862], [-0.8282, 0.4158, 3.0032], [0.6328, 0.3028, -0.1408], [-1.6892, -1.6842, 1.5872], [-0.2182, -2.1702, 1.8172], [-0.7682, -1.3402, 0.1612], [-0.5962, 1.3828, 3.3302], [-0.5752, -0.2032, 3.8892], [-1.9072, 0.6058, 2.8092], [-1.5362, -4.8692, -2.1318], [-1.4892, -3.8992, -1.1918], [-2.0692, -4.6832, -3.2918], [-1.8062, -5.6622, -4.4718], [-2.9482, -3.6082, -3.6708], [-0.8552, -5.7162, -2.0248], [-2.6612, -5.9712, -5.0128], [-1.1672, -6.6742, -4.1278], [-1.3762, -5.2642, -5.3418], [-2.3282, -2.6692, -3.6898], [-3.5162, -3.5452, -2.6788], [-3.6902, -3.6852, -4.6228]]}

No. 5
{"formula": "C4H10NO", "method": "ωB97M-V with the def2-TZVPD basis set", "multiplicity": 1, "de_lowest_kcal_mol": 70.10, "e_tot_ha": -288.051374, "smiles": "C[C@@]1(C[NH3+])CO1", "homo_lumo_gap_ev": 10.46, "lumo_ev": -4.0, "total_charge": 1, "symbols": ["C", "C", "C", "C", "N", "O", "H", "H", "H", "H", "H", "H", "H", "H", "H", "H"], "coordinates": [[-0.9902, -0.7398, -1.4406], [-0.3343, -0.5959, -0.0289], [1.0386, -1.5454, 0.4552], [-0.5431, 0.8043, 0.6427], [0.4889, 1.8214, 0.2154], [-1.5288, -1.2718, -0.2616], [-1.4592, 0.1730, -1.6193], [-0.5945, -1.2826, -2.1797], [1.2641, -1.4359, 1.5353], [1.8074, -1.0675, -0.0848], [0.9136, -2.5532, 0.1130], [-0.5513, 0.6687, 1.7005], [-1.5124, 1.1290, 0.4507], [0.1511, 2.2158, -0.6447], [1.3242, 1.1734, 0.1633], [0.5258, 2.5065, 0.9835]]}